Computed, not measured: a molecular structure, C22H66Cl4O22Zn in a non-equilibrium geometry, with ωB97M-V/def2-TZVPD.

Geometry (Å):
Zn1 22.556 5.201 1.043
Cl1 23.637 7.284 1.185
Cl2 20.646 5.203 -0.436
Cl3 21.700 4.874 3.283
Cl4 24.040 3.522 0.196
C1 25.422 3.041 4.946
C2 26.184 3.236 6.344
O1 25.473 2.675 7.389
O2 25.083 1.626 4.870
H1 26.095 3.355 4.148
H2 24.539 3.656 4.771
H3 26.309 4.264 6.685
H4 27.123 2.703 6.490
H5 25.262 1.744 7.288
H6 25.698 1.159 4.301
C3 17.255 3.019 6.402
C4 17.689 4.535 6.220
O3 18.381 5.017 7.295
O4 18.356 2.340 6.909
H7 16.912 2.642 5.439
H8 16.479 2.928 7.162
H9 16.785 5.119 6.049
H10 18.403 4.615 5.400
H11 17.712 5.571 7.705
H12 18.060 1.437 6.776
C5 22.312 0.334 3.086
C6 22.172 -1.138 2.655
O5 23.099 -2.108 3.218
O6 21.671 1.289 2.325
H13 23.355 0.652 3.080
H14 22.074 0.383 4.149
H15 22.293 -1.178 1.573
H16 21.165 -1.555 2.669
H17 23.988 -1.934 2.898
H18 21.506 2.017 2.928
C7 18.457 2.366 2.231
C8 17.955 3.262 1.104
O7 16.617 2.926 0.520
O8 18.798 1.012 1.918
H19 17.669 2.313 2.982
H20 19.266 2.943 2.680
H21 18.645 3.495 0.293
H22 17.726 4.247 1.511
H23 16.678 2.463 -0.318
H24 19.754 0.990 1.993
C9 20.513 11.281 6.473
C10 21.312 10.028 6.098
O9 21.463 10.009 4.653
O10 21.089 12.417 5.965
H25 20.535 11.263 7.563
H26 19.511 11.035 6.121
H27 20.782 9.096 6.293
H28 22.238 9.909 6.662
H29 21.077 9.181 4.357
H30 20.719 13.178 6.418
C11 23.386 8.029 8.564
C12 24.078 6.943 7.623
O11 23.582 7.130 6.366
O12 24.193 9.278 8.646
H31 23.195 7.635 9.563
H32 22.332 7.961 8.292
H33 23.884 5.904 7.889
H34 25.168 6.909 7.642
H35 22.787 6.605 6.247
H36 25.117 9.067 8.798
C13 18.386 7.088 4.171
C14 19.182 8.191 3.352
O13 20.519 7.880 3.573
O14 18.308 7.366 5.512
H37 18.776 6.110 3.890
H38 17.375 7.088 3.763
H39 19.009 9.190 3.753
H40 18.991 8.072 2.286
H41 20.643 6.942 3.413
H42 17.713 8.117 5.562
C15 27.406 6.257 1.848
C16 28.013 5.639 3.170
O15 27.249 5.889 4.344
O16 27.365 7.687 1.636
H43 26.370 5.919 1.855
H44 27.918 5.680 1.078
H45 29.042 5.965 3.323
H46 28.153 4.562 3.082
H47 27.735 5.727 5.156
H48 28.297 7.916 1.668
C17 20.934 1.332 -1.301
C18 21.554 -0.040 -1.486
O17 20.981 -0.754 -2.507
O18 20.906 2.040 -2.549
H49 21.444 2.092 -0.710
H50 19.868 1.394 -1.083
H51 21.586 -0.486 -0.492
H52 22.593 0.144 -1.760
H53 20.423 -1.425 -2.107
H54 20.841 2.924 -2.181
C19 21.617 1.872 7.312
C20 21.997 3.087 6.427
O19 20.832 3.857 6.212
O20 20.830 2.085 8.493
H55 22.654 1.599 7.507
H56 21.222 1.013 6.770
H57 22.194 2.859 5.380
H58 22.813 3.616 6.919
H59 20.688 4.122 5.301
H60 20.912 1.354 9.110
C21 25.599 9.354 4.612
C22 26.884 9.923 3.936
O21 26.654 10.273 2.531
O22 25.060 8.330 3.967
H61 25.067 10.300 4.718
H62 25.856 9.146 5.651
H63 27.844 9.409 3.985
H64 27.171 10.817 4.490
H65 27.520 10.618 2.300
H66 24.658 7.741 4.610

Results
HOMO = -3.23 eV
Charge = -2
Frontier orbital gap = 6.9 eV
LUMO level = 0.135 Ha

These are the Mulliken partial charges, in e, on atoms 1 to 99: Zn 1.48; Cl -0.67; Cl -0.75; Cl -1.32; Cl -0.72; C 0.32; C -0.36; O -0.58; O -0.49; H 0.26; H -0.12; H 0.11; H 0.30; H 0.29; H 0.26; C -0.67; C 0.24; O -0.44; O -0.32; H 0.30; H 0.33; H 0.65; H -0.59; H 0.28; H 0.26; C 0.14; C -0.69; O -0.59; O -0.08; H 0.18; H 0.06; H 0.26; H 0.38; H 0.33; H -0.07; C 0.66; C -0.23; O -0.64; O -0.61; H 0.05; H -0.17; H 0.12; H 0.09; H 0.31; H 0.45; C -0.51; C 0.26; O -0.59; O -0.50; H 0.33; H 0.20; H 0.15; H -0.02; H 0.46; H 0.30; C -0.50; C -0.28; O 0.17; O -0.56; H 0.40; H 0.22; H 0.02; H 0.35; H -0.03; H 0.32; C -0.20; C -0.29; O -0.27; O -0.46; H 0.04; H 0.30; H 0.28; H 0.30; H -0.13; H 0.32; C -0.54; C -0.54; O -0.39; O -0.39; H 0.17; H 0.38; H 0.43; H 0.37; H 0.20; H 0.28; C 0.31; C 0.21; O -0.55; O -0.65; H -0.01; H 0.00; H -0.23; H 0.28; H 0.34; H 0.35; C -0.70; C 0.95; O -0.09; O -0.52